23
Properties=species:S:1:pos:R:3:forces:R:3 method="wB97M-V/def2-TZVPD" e_lumo_ev="-1.59 / -1.59" total_charge=0 s2=0.754 spin_multiplicity=2 orbital_gap_ev="5.50 / 5.51"
H 2.522 -0.795 2.015 -2.54 -1.11 -1.14
O -2.127 2.654 -4.309 0.36 0.37 -0.32
O -1.549 1.930 -2.305 0.18 -0.32 -0.01
C -1.454 2.190 -0.910 0.21 0.49 -0.25
C -1.189 0.879 -0.198 -0.58 -1.07 1.24
O -2.007 4.109 -2.653 0.27 0.68 0.03
C -1.868 2.951 -3.117 -1.05 -0.25 -0.17
H -0.639 2.902 -0.716 -0.23 -0.16 0.00
H -2.394 2.623 -0.540 0.26 -0.15 -0.03
H -1.952 0.117 -0.469 0.14 0.40 -0.34
H -1.313 1.010 0.897 -0.03 0.46 -0.25
O 2.991 -3.775 1.483 -0.17 -0.56 0.03
O 1.374 -2.919 2.750 -0.56 -1.12 0.75
C 0.749 -2.220 1.662 0.41 0.17 -0.12
C 1.464 -0.916 1.342 4.13 -0.72 3.38
O 0.041 0.338 -0.445 -0.05 0.60 -0.96
C 2.299 -3.875 2.523 1.71 -0.52 -0.47
H 0.712 -2.868 0.777 0.08 0.08 0.23
H -0.279 -2.028 1.993 0.26 -0.12 -0.01
H 2.027 -1.056 0.408 -1.22 1.45 -0.30
H 0.983 -0.095 1.898 -0.17 0.37 -1.88
Li -2.412 4.583 -4.523 0.16 -0.73 0.58
Cu 4.023 -5.740 2.437 -1.58 1.76 0.02

---

16
Properties=species:S:1:pos:R:3:forces:R:3 method="wB97M-V/def2-TZVPD" e_lumo_ev=0.84 relative_energy_kcal_mol=83.9 total_charge=0 spin_multiplicity=1 smiles="CC(C)C1=C[C@H]1F" orbital_gap_ev=10.84
C -1.673 -0.768 -0.110 1.40 -1.55 2.22
C -0.522 0.234 -0.497 -3.71 0.03 -3.25
C -0.893 1.505 0.216 1.41 3.31 -1.03
C 0.778 -0.344 -0.363 2.97 2.75 1.89
C 1.530 -1.345 -0.118 1.42 -2.40 -0.43
C 2.288 -0.173 0.278 0.40 -0.37 -0.15
F 3.764 0.199 -0.251 -3.21 -0.68 -0.36
H -1.371 -1.359 0.875 -0.53 1.38 -1.69
H -1.827 -1.604 -0.816 -0.31 0.83 0.04
H -2.537 -0.138 0.168 0.10 -0.89 -0.61
H -0.715 0.417 -1.643 0.53 -0.19 1.85
H -0.700 1.426 1.265 -0.03 0.01 0.76
H -1.904 1.946 0.043 0.39 -1.25 0.07
H -0.291 2.405 -0.171 -0.23 -1.39 0.70
H 1.467 -2.434 -0.185 0.39 0.36 0.31
H 2.605 0.034 1.308 -1.00 0.05 -0.32

---

16
Properties=species:S:1:pos:R:3:forces:R:3 method="wB97M-V/def2-TZVPD" e_lumo_ev=1.10 relative_energy_kcal_mol=64.1 total_charge=0 spin_multiplicity=1 smiles="CC(C)C1(F)C=C1" orbital_gap_ev=11.27
C 0.060 -0.889 1.298 1.28 -2.77 0.74
C -0.089 0.180 0.212 -0.88 -1.83 -2.37
C 1.097 1.086 0.078 2.82 -1.47 0.55
C -0.376 -0.523 -1.202 0.41 -0.95 1.42
F 0.467 -1.689 -1.388 0.01 0.97 0.25
C -0.836 0.045 -2.458 -1.39 1.73 0.27
C -1.697 -0.707 -1.800 0.04 -0.51 -1.65
H 0.751 -1.726 0.866 -0.72 1.75 0.79
H -0.729 -1.606 1.753 0.20 1.89 -1.34
H 0.551 -0.488 2.206 -0.06 -0.01 -0.54
H -0.930 0.800 0.253 -1.71 0.76 0.86
H 1.862 0.385 -0.430 -0.43 1.35 1.04
H 1.463 1.359 1.133 -0.31 -0.08 -1.75
H 1.023 1.952 -0.594 -0.46 -0.23 0.46
H -0.841 0.889 -3.185 0.62 -1.22 0.42
H -2.612 -1.287 -2.013 0.55 0.63 0.86